No. 1
The following is a DFT calculation (the ωB97M-V functional and the def2-TZVPD basis) of a structure of composition C19H23Cl2MoNS.

```
47
Properties=species:S:1:pos:R:3:lowdin_charge:R:1
Mo 0.2296 0.1226 -1.3604 0.782
Cl 0.6029 -2.0144 -2.1157 -0.014
Cl 1.4106 2.0681 -1.0804 -0.052
C 2.9304 -0.2910 -3.2789 -0.059
H 3.3753 0.2675 -2.4601 0.034
H 3.4504 -1.1930 -3.5967 0.069
C -1.3814 0.6157 -2.0431 -0.436
C 1.7993 0.1037 -3.8658 -0.319
H -2.3232 0.6547 -1.4753 0.032
C 1.1215 -0.6108 -4.9951 -0.245
H 1.3012 1.0087 -3.5167 0.028
C -0.1527 0.1035 -5.4789 -0.215
H 1.8188 -0.7309 -5.8350 0.114
H 0.8369 -1.6145 -4.6483 0.064
C -1.3440 -0.0504 -4.5228 -0.222
H 0.0646 1.1699 -5.6240 0.109
H -0.4300 -0.2993 -6.4609 0.104
C -1.4814 1.0724 -3.4695 -0.303
H -2.2724 -0.0672 -5.1064 0.101
H -1.2802 -1.0192 -4.0078 0.076
H -0.7497 1.8652 -3.6753 0.086
H -2.4756 1.5360 -3.5844 0.101
N 0.1803 -0.2643 0.7027 -0.526
S -1.1642 -0.3473 1.5636 1.119
C -0.4799 -1.5787 2.7324 -0.370
C -1.2150 -2.7495 2.9627 -0.079
C -0.7455 -3.7213 3.8533 -0.066
C 0.4657 -3.5337 4.5250 -0.069
C 1.2086 -2.3734 4.3089 -0.061
C 0.7433 -1.3990 3.4224 -0.082
C -0.8380 1.1640 2.5335 -0.370
C -0.5336 2.3607 1.8658 -0.092
C -0.2670 3.5311 2.5821 -0.056
C -0.3134 3.5230 3.9773 -0.073
C -0.6390 2.3471 4.6556 -0.071
C -0.9080 1.1750 3.9405 -0.089
H 1.0968 -0.1648 1.1565 0.042
H -2.1553 -2.9080 2.4507 0.106
H -1.3216 -4.6212 4.0257 0.107
H 0.8270 -4.2863 5.2140 0.106
H 2.1456 -2.2255 4.8323 0.110
H 1.3405 -0.5075 3.2904 0.112
H -0.5039 2.3863 0.7887 0.041
H -0.0245 4.4450 2.0548 0.112
H -0.1039 4.4287 4.5318 0.104
H -0.6834 2.3430 5.7373 0.105
H -1.1632 0.2812 4.4928 0.105
```

Computed properties:
**ΔE to the lowest compared entry with this formula, charge and spin**: 0.000 eV
**E_tot**: -2179.21475 Eh
**Highest occupied orbital energy (spin up / spin down)**: -6.5 / -7.4 eV
**2S+1**: 3
**Orbital gap (spin up / spin down)**: 6.3928 / 7.2343 eV

No. 2
The following is a DFT calculation (the ωB97M-V functional and the def2-TZVPD basis) of a structure of composition C2H11FeN6.

```
20
Properties=species:S:1:pos:R:3:lowdin_charge:R:1
C -0.3316 2.0387 -2.1896 -0.152
Fe -0.2966 1.4072 0.0942 0.003
N 1.7038 1.9435 0.3452 -0.043
H -0.9157 1.3274 -1.6576 -0.051
H -0.8537 1.0424 1.5480 -0.115
H -1.1858 2.4111 -2.7893 0.039
H 0.4545 1.5225 -2.7638 0.033
H 0.3394 2.8352 -1.7965 0.015
H 2.3302 1.1644 0.1055 0.041
H 1.8921 2.2054 1.3135 0.033
H 1.9906 2.7382 -0.2329 0.025
N -1.7763 -3.5115 1.0351 0.023
N -0.7972 -2.5615 0.6963 -0.368
N 0.2679 -2.3631 1.5418 0.009
C 0.6804 -1.1771 1.1392 -0.369
N -0.1423 -0.5639 0.2265 -0.226
N -1.1308 -1.4922 -0.0156 -0.071
H -2.3779 -3.7558 0.2638 0.043
H -1.4456 -4.3663 1.5031 0.060
H 1.5948 -0.8447 1.6330 0.073
```

Computed properties:
**ΔE to the lowest compared entry with this formula, charge and spin**: 0.000 eV
**E_tot**: -1674.79294 Eh
**Highest occupied orbital energy (spin up / spin down)**: -0.1 / -1.3 eV
**2S+1**: 5
**Orbital gap (spin up / spin down)**: 3.6452 / 4.8111 eV
**Total charge**: -1

No. 3
The following is a DFT calculation (the ωB97M-V functional and the def2-TZVPD basis) of the ion C5H8NO with charge +1.

```
15
Properties=species:S:1:pos:R:3:lowdin_charge:R:1
C 0.3997 -1.9358 0.6095 0.207
N 0.2711 -0.7711 0.9473 0.064
C -0.5943 0.2845 1.1605 -0.067
C -0.9729 0.8321 -0.2664 -0.102
C 0.2032 0.8807 -1.1937 -0.206
O 0.7627 -0.4128 -1.4227 -0.080
C 1.2810 -0.9618 -0.0670 -0.027
H 0.1481 -3.0566 0.8712 0.223
H -0.1421 1.0974 1.6458 0.138
H -1.4256 -0.0509 1.6728 0.124
H -1.9052 0.2224 -0.5322 0.159
H -1.4204 1.7759 -0.3525 0.107
H -0.0047 1.3793 -2.1768 0.153
H 1.0812 1.5399 -0.9140 0.153
H 2.3182 -0.8233 0.0182 0.154
```

Computed properties:
**ΔE to the lowest compared entry with this formula, charge and spin**: 3.945 eV
**E_tot**: -324.89400 Eh
**Highest occupied orbital energy**: -15.0 eV
**SMILES string**: C1=[N+]2CCCO[C@H]12
**Orbital gap**: 9.5751 eV
**Total charge**: +1

No. 4
The following is a DFT calculation (the ωB97M-V functional and the def2-TZVPD basis) of a structure of composition C28H31Cl2N5O3STa.

```
71
Properties=species:S:1:pos:R:3:lowdin_charge:R:1
Ta 0.4767 -0.2174 -0.5102 1.642
C -2.8432 -2.4751 1.6102 0.047
C -1.9879 -1.6392 0.7283 -0.240
N -0.7058 -1.6218 0.7400 -0.092
C 0.1185 -2.3161 1.7336 -0.129
C 1.3516 -2.8730 1.0433 -0.106
N 1.9052 -1.8859 0.0385 -0.164
C 3.3329 -1.4282 0.2222 -0.145
C 3.3858 0.0167 0.6849 -0.123
N 2.3175 0.8459 0.0423 -0.232
C 2.7439 1.9601 -0.8566 -0.185
C 1.4923 2.6345 -1.4603 -0.136
N 0.2852 1.7799 -1.3418 -0.069
C -0.8784 2.2464 -1.6633 -0.196
C -1.0693 3.5983 -2.2416 0.042
C -2.0304 1.3642 -1.3310 -0.165
C -3.3670 1.6522 -1.5459 0.081
C -4.3251 0.7631 -1.0693 0.059
C -3.9392 -0.3581 -0.3469 0.081
C -2.5872 -0.5931 -0.1573 -0.216
N -1.6795 0.2470 -0.6782 -0.078
H -2.9243 -1.9842 2.5844 0.125
H -2.4253 -3.4701 1.7496 0.107
H -3.8465 -2.5848 1.2085 0.097
H -0.4168 -3.1087 2.2524 0.135
H 0.3977 -1.5636 2.4778 0.143
H 1.0893 -3.7766 0.4938 0.142
H 2.1188 -3.1320 1.7705 0.140
H 1.9244 -2.4162 -0.8330 0.087
H 3.8322 -1.5454 -0.7371 0.112
H 3.8419 -2.0768 0.9341 0.139
H 4.3725 0.4393 0.4942 0.149
H 3.2146 0.0755 1.7624 0.141
H 1.9727 1.4090 0.8752 0.038
H 3.4286 1.6086 -1.6233 0.085
H 3.2883 2.6913 -0.2579 0.148
H 1.6693 2.8786 -2.5093 0.138
H 1.2912 3.5704 -0.9371 0.141
H -0.3775 3.7641 -3.0693 0.117
H -0.8456 4.3565 -1.4833 0.131
H -2.0797 3.7665 -2.5973 0.093
H -3.6738 2.5500 -2.0617 0.135
H -5.3754 0.9649 -1.2332 0.147
H -4.6858 -1.0180 0.0694 0.139
Cl 2.2343 -0.2740 -2.6081 0.882
C 1.8987 -1.6924 -3.5816 -0.587
C 2.8145 -2.1151 -4.5188 -0.058
C 2.4740 -3.2343 -5.2684 -0.011
C 1.2644 -3.8837 -5.0697 -0.048
C 0.3622 -3.4241 -4.1207 -0.670
Cl -1.1324 -4.2342 -3.8957 0.761
C 0.6757 -2.2989 -3.3500 -0.651
S -0.4752 -1.6182 -2.2184 0.766
H 3.7535 -1.6007 -4.6684 0.129
H 3.1638 -3.6032 -6.0149 0.136
H 1.0091 -4.7563 -5.6553 0.132
O -2.3896 0.6560 2.4319 0.052
C -1.8345 1.4131 3.4244 -0.230
C -2.6150 1.7138 4.5249 0.015
C -2.0888 2.4880 5.5434 -0.011
C -0.7846 2.9788 5.4764 -0.036
C -0.0085 2.6871 4.3812 0.012
C -0.5130 1.8893 3.3362 -0.071
C 0.3791 1.6273 2.2128 -0.417
O 1.4561 2.1898 2.0692 0.090
O -0.0265 0.7330 1.2695 -0.241
H -1.6852 0.5543 1.7741 0.036
H -3.6299 1.3425 4.5660 0.132
H -2.7037 2.7177 6.4036 0.129
H -0.3890 3.5854 6.2781 0.124
H 1.0034 3.0602 4.3073 0.130
```

Computed properties:
**ΔE to the lowest compared entry with this formula, charge and spin**: 1.272 eV
**E_tot**: -2959.92339 Eh
**Highest occupied orbital energy**: -15.9 eV
**Orbital gap**: 5.4045 eV
**Total charge**: +3

No. 5
The following is a DFT calculation (the ωB97M-V functional and the def2-TZVPD basis) of a cluster of 6 separate species, H12O6 in total.

```
18
Properties=species:S:1:pos:R:3:lowdin_charge:R:1
O 0.4698 0.2848 1.6306 -0.022
H 0.8779 1.1600 1.4836 0.059
H -0.0831 0.2930 2.3804 0.035
O -0.3375 -0.2142 -1.0907 -0.045
H 0.0880 0.4637 -1.5718 -0.010
H 0.0028 -0.1084 -0.1933 -0.013
O -0.3927 -3.2537 -0.0817 -0.073
H -0.4968 -2.3426 -0.4552 0.013
H -1.2965 -3.3387 0.2369 0.026
O 1.1095 2.5058 -1.2174 -0.056
H 1.2508 2.6195 -0.2597 0.037
H 0.1567 2.7113 -1.2166 0.053
O 3.1195 0.0123 -0.5316 -0.043
H 2.5877 -0.6036 -1.0604 0.046
H 3.0193 -0.2333 0.3691 0.006
O -3.5246 -0.1805 0.8186 -0.048
H -2.7772 -0.4580 0.3453 -0.027
H -3.7734 0.6825 0.4138 0.061
```

Computed properties:
**ΔE to the lowest compared entry with this formula, charge and spin**: 1.583 eV
**E_tot**: -458.61431 Eh
**Highest occupied orbital energy**: -11.2 eV
**SMILES string**: O.O.O.O.O.O
**Orbital gap**: 11.0380 eV

No. 6
The following is a DFT calculation (the ωB97M-V functional and the def2-TZVPD basis) of a cluster of 8 separate species, C3H22O8 in total.

```
33
Properties=species:S:1:pos:R:3:lowdin_charge:R:1
C -3.2199 -2.3239 0.1174 -0.113
O -2.5689 -1.3073 -0.6469 -0.136
H -3.5728 -1.9803 1.0883 0.086
H -4.0330 -2.6186 -0.5010 0.067
H -2.6081 -3.1680 0.3000 0.068
H -2.9404 -0.4282 -0.5682 0.054
C 0.0083 -1.1455 -2.7821 -0.105
O 0.2755 -0.9862 -1.3821 -0.173
H -0.7330 -0.3876 -3.0658 0.081
H 0.9042 -1.1533 -3.4258 0.092
H -0.5550 -2.1077 -2.9083 0.095
H -0.3738 -1.5134 -0.9075 0.055
C 3.5811 -0.2739 2.4595 -0.150
O 3.8723 0.5895 1.3768 -0.120
H 2.7099 -0.8751 2.2716 0.042
H 4.4332 -0.9326 2.5393 0.080
H 3.3912 0.3409 3.3175 0.074
H 3.2390 1.3064 1.3655 0.051
O 0.0980 1.7971 1.7973 -0.046
H 0.0634 2.2683 2.6318 0.073
H -0.7907 1.7849 1.4096 0.044
O 1.2079 1.3497 -0.5286 -0.072
H 1.0798 0.4306 -0.8340 0.014
H 1.0042 1.3751 0.4113 -0.027
O -1.9812 1.4577 -0.3329 -0.060
H -1.4030 0.7155 -0.6018 0.027
H -1.6624 2.1579 -0.8824 -0.018
O -0.6118 2.6749 -2.1692 -0.072
H 0.1989 2.6109 -1.6403 0.024
H -0.6752 3.6213 -2.4486 0.084
O 0.4677 -1.3392 1.7728 -0.055
H 0.3209 -0.3905 1.8503 0.003
H 0.8737 -1.5497 0.9168 0.033
```

Computed properties:
**ΔE to the lowest compared entry with this formula, charge and spin**: 1.786 eV
**E_tot**: -729.36743 Eh
**Highest occupied orbital energy**: -9.7 eV
**SMILES string**: CO.CO.CO.O.O.O.O.O
**Orbital gap**: 10.0791 eV

The highest ΔE to the lowest compared entry with this formula, charge and spin belongs to which entry? C5H8NO

Number 3 is which compound? C5H8NO

Look up the E_tot of the fourth one. -2959.92339 Eh